Computed, not measured: 2 unconnected molecules or ions with the total composition C6H14O in a non-equilibrium geometry, with ωB97M-V with the def2-TZVPD basis set.

Positions of all 21 atoms, in Å:
1 C 1.3254 -0.7496 -2.6508
2 C 1.2276 -0.7724 -1.1239
3 C 0.7794 0.5794 -0.5594
4 C 0.7840 0.7436 0.9385
5 C -0.1281 1.4665 1.6039
6 O -1.2837 -0.3488 2.2168
7 C -2.4595 -0.4294 1.4536
8 H 1.6641 -1.7121 -3.0488
9 H 2.0349 0.0149 -2.9900
10 H 0.3544 -0.5210 -3.1066
11 H 0.5279 -1.5601 -0.8114
12 H 2.2046 -1.0419 -0.7018
13 H 1.4534 1.3547 -0.9470
14 H -0.2204 0.8177 -0.9502
15 H 1.6682 0.4120 1.4821
16 H -0.4820 -0.4425 1.6383
17 H -0.0591 1.6782 2.6670
18 H -1.0159 1.8694 1.1147
19 H -3.2103 0.2714 1.8464
20 H -2.8563 -1.4421 1.5412
21 H -2.3086 -0.1879 0.3874

HOMO level ... -8.71 eV
Energy above the lowest of the compared OMol25 structures with the same formula, charge and spin ... 222.26 kJ/mol
LUMO level ... 1.042 eV
Net charge ... 0
Electronic energy ... -8494.5887 eV
Structure (SMILES) ... C=CCCC.CO

---

Computed, not measured: a molecular structure, C6H14O, with ωB97M-V with the def2-TZVPD basis set.

Positions of all 21 atoms, in Å:
1 C 2.3474 -1.4503 -0.5272
2 O 1.9358 -0.6168 0.5457
3 C 1.5002 0.6000 0.1537
4 C -0.7028 0.4014 0.0777
5 C -1.1749 1.8161 0.3492
6 C -1.2936 -0.1630 -1.2129
7 C -0.8555 -0.5581 1.2338
8 H 3.0028 -0.8990 -1.2085
9 H 1.4776 -1.8213 -1.0863
10 H 2.8766 -2.2991 -0.0882
11 H 0.5152 0.6015 -0.5172
12 H 1.3348 1.1994 1.0549
13 H -0.8239 2.1808 1.3206
14 H -2.2725 1.8652 0.3478
15 H -0.8140 2.5103 -0.4208
16 H -0.9060 -1.1664 -1.4254
17 H -1.0749 0.4769 -2.0762
18 H -2.3860 -0.2413 -1.1234
19 H -0.1880 -1.4212 1.1217
20 H -1.8873 -0.9335 1.2918
21 H -0.6114 -0.0814 2.1893

HOMO level ... -7.46 eV
Energy above the lowest of the compared OMol25 structures with the same formula, charge and spin ... 411.93 kJ/mol
LUMO level ... 0.846 eV
Net charge ... 0
Electronic energy ... -8492.6229 eV

---

Frontier orbital gap readings, ordered: 9.754 8.311 eV